Entry 1:
The following is a DFT calculation (the ωB97M-V functional and the def2-TZVPD basis) of a molecular structure, C43H58F19N2O17SV.

Results
- <S²> = 3.75
- spin multiplicity = 4
- total charge = +1
- HOMO-LUMO gap (alpha / beta) (eV) = 7.232 / 7.175
- highest occupied orbital energy (alpha / beta) (eV) = -11.6 / -11.6

```
141
C43H58F19N2O17SV the ωB97M-V functional and the def2-TZVPD basis
V -6.787 11.117 -20.875
C -3.959 14.699 -20.993
F -3.115 13.685 -20.670
F -4.507 15.210 -19.872
F -3.329 15.735 -21.592
S -5.419 14.064 -22.073
O -4.916 13.920 -23.418
O -5.771 12.804 -21.453
O -6.466 15.056 -21.979
C 0.334 19.564 -22.535
C 0.566 18.020 -22.883
C -0.747 17.164 -22.853
F -1.729 17.812 -23.455
F -0.624 15.939 -23.398
F 1.143 17.925 -24.099
F 1.445 17.591 -21.911
O -0.065 19.702 -21.136
C 0.090 21.051 -20.612
C -0.326 20.941 -19.104
F -0.039 22.111 -18.442
F -1.661 20.683 -18.908
F 1.362 21.318 -20.786
F -0.607 21.957 -21.284
H -0.474 19.924 -23.172
H 1.265 20.077 -22.778
H -1.074 17.048 -21.820
H 0.247 20.161 -18.604
C -4.397 21.240 -22.274
C -3.471 21.618 -23.469
C -4.308 22.017 -24.759
F -5.361 21.258 -24.991
F -4.659 23.300 -24.834
F -2.637 22.614 -23.142
F -2.720 20.514 -23.767
O -5.067 20.007 -22.546
C -5.783 19.459 -21.457
C -6.557 18.161 -21.820
F -7.337 17.739 -20.825
F -7.254 18.365 -22.963
F -4.858 19.228 -20.498
F -6.682 20.402 -21.078
H -5.049 22.080 -22.035
H -3.738 21.173 -21.408
H -3.712 21.765 -25.636
H -5.827 17.379 -22.029
O -1.805 8.029 -25.193
C -2.238 9.019 -24.680
O -1.727 9.507 -23.541
C -2.216 10.808 -23.129
C -3.499 10.814 -23.925
C -3.226 10.044 -25.165
H -1.551 11.603 -23.464
H -2.404 10.801 -22.055
H -4.030 11.761 -24.015
H -4.227 10.263 -23.330
H -2.795 10.628 -25.979
H -4.084 9.528 -25.596
O -4.819 10.879 -19.563
C -4.071 10.974 -18.635
O -4.479 10.682 -17.400
C -3.412 10.829 -16.512
C -2.154 10.810 -17.347
C -2.636 11.397 -18.680
H -3.434 10.003 -15.802
H -3.509 11.803 -16.032
H -1.785 9.787 -17.418
H -1.365 11.384 -16.862
H -2.144 10.961 -19.550
H -2.443 12.469 -18.700
O -9.664 13.605 -26.863
C -9.678 14.186 -25.773
O -8.547 14.523 -25.169
C -8.762 15.179 -23.937
C -10.188 15.703 -24.149
C -10.861 14.596 -24.935
H -8.145 16.060 -23.758
H -8.750 14.431 -23.144
H -10.259 16.665 -24.658
H -10.684 15.851 -23.190
H -11.720 14.843 -25.559
H -11.078 13.702 -24.351
O -7.115 12.537 -18.983
C -7.158 13.647 -18.494
O -6.323 14.082 -17.541
C -6.578 15.393 -17.214
C -8.033 15.661 -17.650
C -8.159 14.738 -18.850
H -5.822 16.018 -17.688
H -6.515 15.545 -16.136
H -8.239 16.715 -17.834
H -8.766 15.413 -16.883
H -7.838 15.158 -19.804
H -9.183 14.365 -18.879
O -7.754 12.260 -28.645
C -6.721 12.718 -28.169
O -6.389 12.418 -26.959
C -5.113 12.954 -26.644
C -4.505 13.381 -27.987
C -5.727 13.725 -28.787
H -4.430 12.279 -26.128
H -5.309 13.812 -26.001
H -3.907 12.606 -28.467
H -3.814 14.221 -27.921
H -5.661 13.609 -29.869
H -6.163 14.724 -28.756
O -6.966 10.912 -23.162
C -7.309 10.477 -24.255
O -6.625 9.533 -24.881
C -7.209 9.082 -26.126
C -8.580 9.704 -26.075
C -8.502 10.850 -25.139
H -7.263 7.993 -26.090
H -6.701 9.412 -27.031
H -9.334 8.944 -25.869
H -8.889 10.142 -27.024
H -9.383 11.043 -24.527
H -8.214 11.788 -25.612
C -3.572 16.210 -25.357
C -4.750 17.172 -25.408
C -5.747 17.000 -26.617
C -5.187 17.273 -27.883
N -4.739 17.453 -28.930
H -3.880 15.211 -25.665
H -3.265 16.045 -24.324
H -2.792 16.605 -26.008
H -4.430 18.214 -25.399
H -5.348 17.105 -24.499
H -6.622 17.608 -26.389
H -6.120 15.977 -26.574
C -0.105 17.326 -17.314
C -0.970 16.591 -18.353
C -0.244 15.544 -19.231
C 0.298 14.397 -18.468
N 0.682 13.503 -17.874
H -0.708 18.007 -16.713
H 0.632 17.937 -17.835
H 0.375 16.705 -16.558
H -1.393 17.295 -19.070
H -1.788 16.022 -17.912
H 0.423 15.981 -19.973
H -0.940 15.151 -19.972
```

Entry 2:
The following is a DFT calculation (the ωB97M-V functional and the def2-TZVPD basis) of a molecular structure, C43H58F5N4O6P2Zn.

Results
- total charge = +1
- HOMO-LUMO gap (eV) = 8.054
- highest occupied orbital energy (eV) = -10.6

```
119
C43H58F5N4O6P2Zn the ωB97M-V functional and the def2-TZVPD basis
Zn 0.211 1.377 0.085
C 2.419 2.486 4.324
C 1.326 1.498 4.670
C 1.168 1.289 6.153
O 1.705 0.188 4.081
P 0.972 -0.431 2.844
O 0.250 0.526 1.976
C 2.346 -1.295 2.051
P 3.211 -0.259 0.843
O 2.271 0.525 0.014
O 4.179 -1.236 0.092
C 3.889 -2.361 -0.781
C 5.195 -3.097 -0.956
C 3.309 -1.888 -2.098
O 4.191 0.664 1.636
C 5.353 0.157 2.383
C 5.235 0.636 3.811
C 6.593 0.647 1.676
O -0.041 -1.527 3.324
C 0.284 -2.561 4.306
C -0.691 -2.425 5.452
C 0.191 -3.900 3.606
H 2.093 3.494 4.584
H 2.639 2.465 3.257
H 3.330 2.255 4.882
H 0.384 1.812 4.222
H 2.103 0.932 6.589
H 0.379 0.569 6.378
H 0.906 2.238 6.622
H 1.956 -2.179 1.540
H 3.052 -1.607 2.824
H 3.177 -3.010 -0.261
H 5.926 -2.441 -1.432
H 5.044 -3.971 -1.590
H 5.593 -3.427 0.004
H 4.019 -1.223 -2.595
H 2.372 -1.351 -1.966
H 3.126 -2.748 -2.744
H 5.334 -0.937 2.354
H 5.339 1.723 3.855
H 6.023 0.185 4.415
H 4.266 0.365 4.233
H 6.618 1.739 1.672
H 6.617 0.290 0.647
H 7.478 0.279 2.197
H 1.303 -2.394 4.667
H -1.714 -2.544 5.086
H -0.603 -1.448 5.927
H -0.493 -3.195 6.200
H -0.809 -4.025 3.180
H 0.369 -4.707 4.317
H 0.924 -3.983 2.800
C -2.309 0.533 -6.473
C -0.814 0.554 -6.151
C -0.189 1.802 -6.794
C -0.166 -0.709 -6.740
C -0.550 0.593 -4.651
C 0.757 0.629 -4.164
C 0.978 0.696 -2.806
N -0.016 0.712 -1.913
C -1.277 0.688 -2.356
C -1.569 0.620 -3.708
C -2.336 0.768 -1.302
C -3.685 0.647 -1.571
C -4.622 0.717 -0.540
C -4.127 0.886 0.748
C -2.759 1.004 0.941
N -1.889 0.958 -0.059
C -6.108 0.631 -0.861
C -6.971 0.662 0.401
C -6.395 -0.670 -1.625
C -6.482 1.837 -1.742
H -2.442 0.506 -7.555
H -2.816 1.429 -6.101
H -2.801 -0.351 -6.057
H -0.401 1.808 -7.865
H 0.896 1.824 -6.667
H -0.600 2.716 -6.357
H -0.335 -0.740 -7.819
H -0.599 -1.612 -6.301
H 0.913 -0.729 -6.569
H 1.606 0.628 -4.836
H 1.979 0.764 -2.398
H -2.600 0.609 -4.032
H -4.021 0.495 -2.588
H -4.784 0.933 1.605
H -2.338 1.143 1.932
H -6.742 -0.172 1.070
H -8.021 0.581 0.118
H -6.849 1.598 0.952
H -6.101 -1.544 -1.037
H -5.871 -0.707 -2.582
H -7.465 -0.746 -1.830
H -6.261 2.777 -1.230
H -7.550 1.813 -1.968
H -5.936 1.829 -2.688
F -0.167 3.457 2.463
C 0.063 4.119 1.295
C 0.264 3.407 0.135
C 0.375 4.190 -0.995
F 0.556 3.618 -2.215
C 0.319 5.571 -0.991
F 0.422 6.273 -2.122
C 0.150 6.230 0.210
F 0.098 7.559 0.248
C 0.020 5.494 1.371
F -0.161 6.119 2.540
N -0.816 -7.299 0.158
C -0.907 -6.155 0.077
C -1.003 -4.717 -0.029
C -2.237 -4.082 0.002
C -2.262 -2.699 -0.102
N -1.164 -1.953 -0.231
C 0.011 -2.580 -0.266
C 0.151 -3.953 -0.168
H -3.150 -4.653 0.104
H -3.206 -2.161 -0.076
H 0.877 -1.936 -0.394
H 1.122 -4.429 -0.203
```

Sequential calculated total energy output: -171468.65116 -144363.72696 eV